1.
{"formula": "C3H38N2O14S2", "method": "ωB97M-V with the def2-TZVPD basis set", "species": ["S", "S", "C", "C", "C", "N", "N", "H", "H", "H", "H", "H", "H", "H", "H", "H", "H", "H", "H", "O", "H", "H", "O", "H", "H", "O", "H", "H", "O", "H", "H", "O", "H", "H", "O", "H", "H", "O", "H", "H", "O", "H", "H", "O", "H", "H", "O", "H", "H", "O", "H", "H", "O", "H", "H", "O", "H", "H", "O"], "coordinates": [[2.7382, 0.5170, -3.1091], [1.1009, -0.3633, -2.2316], [0.7045, 0.8113, -0.9055], [-0.2298, 0.1188, 0.1097], [-0.5178, 1.1419, 1.2042], [-1.7519, 0.8666, 1.9306], [0.2841, -1.1533, 0.5413], [2.1831, 1.3245, -4.0387], [0.1575, 1.6323, -1.3637], [1.6255, 1.1519, -0.4306], [-1.0901, -0.1678, -0.4932], [-0.4093, 2.1866, 0.9102], [0.3153, 1.0296, 1.9204], [-2.1198, -0.0653, 1.7629], [-2.5077, 1.4782, 1.6563], [1.2177, -1.2999, 0.8966], [-0.3547, -1.5987, 1.1884], [-2.5214, 3.1549, -0.7110], [-3.9079, 2.6926, -0.5550], [-3.0298, 2.4446, -0.2318], [1.4442, 3.9947, -1.6782], [1.9829, 3.5344, -0.3031], [1.3967, 4.1727, -0.7353], [-0.5209, -3.2950, 2.7985], [0.8461, -3.1975, 2.1168], [-0.0061, -3.6649, 2.0734], [-3.3244, -2.8932, 1.5521], [-3.0431, -1.9994, 0.3687], [-3.2663, -1.9625, 1.3153], [-2.6009, 1.2343, -3.2373], [-1.9388, 1.8630, -4.4695], [-2.3154, 2.0922, -3.6147], [4.1570, 2.2915, -0.8935], [3.6630, 1.2639, 0.3395], [3.7042, 2.1614, -0.0656], [-1.4052, -2.9807, -1.3435], [-2.2834, -1.7827, -1.8038], [-2.2812, -2.5768, -1.2464], [0.4127, -4.2712, -0.1513], [0.5321, -2.7810, -0.4379], [0.5408, -3.6543, -0.8814], [-0.6315, 3.6406, -1.5317], [-1.8371, 3.5420, -2.5587], [-1.4693, 4.0335, -1.8034], [3.0418, -3.0455, 0.5416], [2.5544, -2.8128, -0.9968], [3.1917, -2.6183, -0.3025], [-2.8568, 0.8331, -1.1780], [-3.6648, -0.3167, -1.6756], [-2.8083, 0.1033, -1.8471], [0.1270, -0.5167, 5.0903], [-0.5756, 0.1464, 3.7599], [-0.1780, -0.6236, 4.1895], [3.5240, -1.1036, 0.2356], [4.6409, -0.4191, 1.0732], [3.7186, -0.3138, 0.8144], [2.4389, -0.9242, 2.3951], [1.2191, -1.3622, 3.2783], [1.9845, -1.6940, 2.7628]], "forces_ev_per_angstrom": [[0.049, -0.002, -0.099], [0.312, 0.095, -0.162], [-0.138, -0.661, 0.182], [0.917, 0.781, -1.505], [0.289, -0.797, 0.917], [-0.287, 0.108, 0.567], [-0.394, -1.003, -0.044], [-0.152, -0.142, 0.139], [0.111, 0.156, 0.129], [-0.066, 0.076, -0.173], [-0.474, 0.423, 0.481], [-0.557, -0.035, -0.386], [0.069, -0.039, -0.162], [0.258, -0.174, 0.020], [0.186, 0.256, -0.071], [-0.023, 0.963, 0.078], [-0.052, -0.069, -0.071], [0.470, -0.381, 0.356], [-0.229, -0.297, 0.402], [-0.404, 0.630, -0.845], [0.343, -0.026, -0.025], [0.249, -0.092, -0.194], [-0.403, -0.027, 0.127], [0.007, -0.026, 0.044], [-0.189, -0.047, 0.277], [0.200, -0.095, -0.067], [-0.017, 0.022, 0.082], [0.237, -0.228, 0.017], [-0.012, 0.161, -0.037], [0.142, 0.314, 0.153], [0.026, 0.161, -0.040], [-0.108, -0.334, -0.282], [0.245, -0.862, -0.166], [0.554, 0.168, -1.162], [-0.904, 1.189, 1.126], [0.084, -0.052, 0.097], [0.310, -0.250, 0.184], [-0.169, 0.135, -0.305], [-0.134, -0.048, 0.021], [-0.336, 0.260, 0.003], [0.073, -0.044, -0.165], [0.073, 0.068, -0.084], [0.502, -0.273, -0.026], [-0.486, 0.310, 0.206], [-0.614, -0.529, -0.251], [-0.519, -0.540, 0.436], [1.194, 0.819, -0.138], [0.472, 0.045, -0.251], [0.052, -0.145, -0.319], [-0.995, 0.325, 0.540], [-0.280, 0.726, 0.032], [-0.266, 0.361, 0.446], [0.293, -1.113, -0.617], [0.033, 0.300, 0.108], [-0.014, 0.004, 0.047], [0.015, -0.433, 0.183], [0.118, 0.014, 0.075], [0.212, 0.218, -0.115], [0.131, -0.323, 0.286]], "total_energy_ev": -57045.835, "molar_mass_g_mol": 390.5, "relative_energy_kj_mol": 0.0}

---

2.
{"formula": "C35H26F2IN6O2SeTa", "method": "ωB97M-V with the def2-TZVPD basis set", "species": ["Ta", "C", "C", "N", "C", "C", "C", "O", "C", "C", "N", "C", "C", "C", "C", "C", "C", "I", "C", "O", "H", "H", "H", "H", "H", "H", "H", "H", "H", "H", "H", "H", "F", "C", "C", "C", "C", "C", "F", "C", "C", "C", "C", "C", "C", "N", "H", "H", "H", "H", "H", "H", "N", "C", "C", "C", "C", "C", "C", "C", "C", "N", "C", "H", "H", "H", "H", "H", "H", "H", "H", "Se", "C", "N"], "coordinates": [[0.4514, -0.4244, -0.1157], [1.1654, -2.5652, 3.6325], [1.3924, -1.1005, 3.8365], [1.9722, -0.7318, 4.9768], [2.1055, 0.5565, 5.2667], [1.6367, 1.5978, 4.4724], [1.7942, 3.0341, 4.9182], [0.5576, 3.7306, 4.9580], [1.0404, 1.2419, 3.2595], [0.4505, 2.2596, 2.3755], [0.0200, 2.0300, 1.1927], [-0.4726, 3.1433, 0.4647], [0.1478, 4.3896, 0.4604], [-0.3834, 5.4280, -0.2888], [-1.5293, 5.2368, -1.0491], [-2.1488, 3.9944, -1.0771], [-1.5979, 2.9721, -0.3266], [-2.4646, 1.0856, -0.3243], [0.9758, -0.1128, 2.9522], [0.4689, -0.4408, 1.7228], [2.0956, -3.1124, 3.7743], [0.7871, -2.8103, 2.6426], [0.4602, -2.9202, 4.3857], [2.5969, 0.7802, 6.2077], [2.4316, 3.5774, 4.2177], [2.2999, 3.0579, 5.8847], [0.1230, 3.5712, 5.8021], [0.3683, 3.2568, 2.8034], [1.0571, 4.5378, 1.0297], [0.1055, 6.3926, -0.2818], [-1.9418, 6.0508, -1.6291], [-3.0393, 3.8344, -1.6688], [4.4656, 3.3085, 0.1976], [3.5863, 2.7052, -0.5993], [2.6627, 1.8435, -0.0319], [1.7217, 1.2024, -0.8376], [1.7325, 1.4591, -2.2225], [2.6973, 2.3202, -2.7388], [2.7488, 2.5564, -4.0544], [3.6350, 2.9565, -1.9536], [0.6821, 0.8196, -3.0232], [0.4025, 1.0754, -4.3648], [-0.6505, 0.4257, -4.9753], [-1.4220, -0.4761, -4.2483], [-1.0963, -0.6804, -2.9324], [-0.0686, -0.0578, -2.3241], [2.7229, 1.6793, 1.0351], [4.3686, 3.6211, -2.3879], [1.0012, 1.7806, -4.9162], [-0.8752, 0.6251, -6.0149], [-2.2575, -0.9994, -4.6897], [-1.6708, -1.3704, -2.3266], [-1.3630, -1.8714, 0.6191], [-1.4795, -3.1411, -0.0553], [-2.4726, -4.0500, 0.1687], [-2.4632, -5.2841, -0.5147], [-1.4660, -5.5683, -1.4027], [-0.4454, -4.6231, -1.6657], [0.5691, -4.8366, -2.6180], [1.4645, -3.8356, -2.8751], [1.3796, -2.6442, -2.1564], [0.4808, -2.4130, -1.1997], [-0.4540, -3.3964, -0.9748], [-1.0077, -2.0259, 1.5621], [-2.2775, -1.4484, 0.7508], [-3.2584, -3.8342, 0.8831], [-3.2488, -6.0014, -0.3241], [-1.4479, -6.5137, -1.9289], [0.6144, -5.7787, -3.1502], [2.2444, -3.9456, -3.6142], [2.0806, -1.8513, -2.3672], [2.9800, -1.1028, 0.1156], [2.6922, -2.9174, 0.4033], [2.4530, -4.0398, 0.5105]], "forces_ev_per_angstrom": [[0.399, -0.238, -0.335], [0.066, -0.025, -0.054], [0.031, 0.068, 0.215], [-0.052, 0.027, -0.057], [0.016, -0.005, 0.048], [0.006, -0.016, -0.005], [-0.024, 0.010, 0.019], [0.010, -0.023, -0.015], [-0.040, 0.112, 0.040], [0.031, -0.146, 0.067], [0.008, 0.099, -0.052], [0.070, -0.068, 0.012], [0.013, -0.012, -0.017], [-0.002, -0.013, -0.008], [0.000, -0.004, -0.003], [0.067, 0.025, 0.023], [0.009, 0.100, -0.078], [-0.369, 0.088, -0.022], [-0.273, 0.197, -0.423], [0.401, -0.483, 0.915], [0.015, -0.001, 0.017], [-0.009, -0.005, -0.076], [0.013, -0.010, -0.014], [0.003, -0.005, -0.004], [-0.005, -0.002, -0.011], [0.005, -0.009, -0.002], [-0.003, 0.005, 0.004], [0.003, 0.019, -0.007], [-0.002, -0.003, 0.013], [-0.006, 0.001, 0.000], [0.005, 0.001, 0.002], [-0.001, -0.001, 0.005], [-0.008, 0.002, 0.008], [0.012, 0.009, 0.056], [0.001, 0.047, -0.141], [0.320, 0.125, -0.185], [-0.092, 0.086, 0.081], [0.048, 0.082, -0.011], [0.026, 0.031, 0.015], [-0.021, -0.002, -0.032], [-0.037, 0.024, 0.039], [0.009, -0.006, -0.042], [-0.020, 0.000, -0.028], [0.004, 0.001, 0.023], [0.064, -0.037, -0.049], [-0.186, 0.189, -0.093], [-0.006, 0.001, 0.055], [-0.001, -0.002, 0.008], [-0.039, -0.035, 0.008], [0.000, -0.006, 0.003], [0.004, 0.003, -0.002], [-0.009, -0.001, -0.010], [-0.321, -0.011, -0.004], [0.050, 0.021, -0.015], [0.009, -0.035, 0.020], [-0.003, 0.024, 0.011], [0.005, 0.008, 0.005], [-0.001, -0.034, 0.012], [-0.033, -0.037, -0.003], [0.022, 0.088, -0.012], [-0.112, -0.062, -0.084], [-0.041, -0.165, -0.145], [0.023, 0.025, 0.037], [-0.036, -0.010, 0.005], [-0.020, -0.034, 0.033], [-0.003, 0.001, -0.013], [0.004, -0.002, 0.003], [0.002, 0.003, 0.000], [0.009, 0.003, 0.007], [-0.002, 0.010, 0.002], [0.046, 0.037, 0.015], [-0.164, -0.100, -0.080], [0.116, 0.067, 0.222], [-0.003, 0.013, 0.081]], "charge": 2, "total_energy_ev": -130174.132, "molar_mass_g_mol": 987.4, "relative_energy_kj_mol": 163.6}

---

3.
{"formula": "C21H29N5O3", "method": "ωB97M-V with the def2-TZVPD basis set", "species": ["C", "C", "C", "N", "O", "C", "O", "O", "C", "C", "N", "H", "H", "H", "H", "H", "H", "H", "H", "H", "H", "H", "H", "H", "H", "N", "C", "C", "C", "C", "C", "H", "H", "H", "H", "H", "N", "C", "C", "C", "C", "C", "H", "H", "H", "H", "H", "N", "C", "C", "C", "C", "C", "H", "H", "H", "H", "H"], "coordinates": [[0.4244, -0.9373, -2.7938], [1.1373, -0.2158, -4.0327], [2.7431, -0.2517, -3.7828], [3.3830, 0.9576, -4.3645], [2.9844, 2.1189, -3.7501], [3.6446, 2.3274, -2.5022], [3.0062, 2.0674, -1.4556], [4.9443, 2.8595, -2.5507], [5.6922, 2.5873, -1.3306], [5.6901, 3.7935, -0.2694], [4.9851, 3.3927, 1.0000], [0.8165, -2.0156, -2.7341], [-0.7156, -1.0074, -2.8739], [0.6768, -0.4040, -1.8113], [0.7763, 0.8618, -4.1829], [0.8528, -0.7670, -5.0066], [3.1032, -1.2101, -4.3109], [2.8935, -0.3835, -2.6582], [4.4049, 0.8747, -4.4457], [5.3910, 1.6169, -0.8054], [6.7866, 2.4366, -1.6657], [5.3407, 4.7907, -0.6939], [6.7950, 3.9522, 0.0318], [4.4325, 4.1673, 1.3849], [5.7337, 3.1388, 1.6621], [-3.0952, -0.9395, -1.7417], [-4.0267, -0.7235, -0.7990], [-5.3890, -0.7014, -1.0507], [-5.8190, -0.9106, -2.3526], [-4.8780, -1.1344, -3.3474], [-3.5387, -1.1407, -2.9927], [-3.6415, -0.5621, 0.2026], [-6.0952, -0.5252, -0.2495], [-6.8771, -0.8996, -2.5901], [-5.1779, -1.3008, -4.3745], [-2.7657, -1.3148, -3.7347], [-6.1838, -2.5673, 1.7202], [-5.2724, -3.4970, 1.3929], [-4.7510, -4.4153, 2.2899], [-5.1917, -4.3715, 3.6044], [-6.1319, -3.4194, 3.9706], [-6.5943, -2.5478, 2.9980], [-4.9568, -3.4890, 0.3545], [-4.0189, -5.1457, 1.9689], [-4.8063, -5.0727, 4.3366], [-6.4977, -3.3561, 4.9878], [-7.3324, -1.7881, 3.2345], [3.3818, 2.2445, 5.1817], [2.3616, 1.5023, 5.6395], [1.5444, 0.7309, 4.8289], [1.7903, 0.7263, 3.4634], [2.8376, 1.4861, 2.9627], [3.5989, 2.2207, 3.8574], [2.2073, 1.5411, 6.7130], [0.7362, 0.1489, 5.2542], [1.1719, 0.1364, 2.7957], [3.0584, 1.5072, 1.9025], [4.4303, 2.8273, 3.5152]], "forces_ev_per_angstrom": [[0.066, -0.160, -0.168], [-0.124, -0.149, 0.138], [-1.596, -0.695, -0.038], [0.504, -2.732, -1.117], [1.593, 1.935, 2.080], [-2.083, -0.538, 2.846], [2.840, 1.065, -3.557], [-2.454, -1.900, 0.197], [1.691, 0.290, 1.012], [1.066, -0.383, 0.382], [0.723, 0.531, -0.575], [-0.517, 1.503, 0.030], [1.698, 0.263, 0.050], [-0.347, -0.731, -1.423], [0.611, -1.515, 0.492], [0.640, 0.787, 1.478], [-0.037, 1.740, 0.724], [0.035, 0.299, -1.332], [-0.562, 0.349, 0.312], [-0.033, 1.503, -0.851], [-1.804, 0.337, 0.178], [0.175, -1.535, 0.368], [-1.551, -0.107, -0.817], [0.449, -0.493, -0.162], [-0.898, 0.344, -0.238], [-0.665, -0.027, -0.177], [0.504, -0.070, -0.293], [-0.101, 0.063, -0.109], [-0.054, -0.001, -0.026], [-0.072, 0.004, 0.093], [0.299, 0.065, 0.482], [-0.082, -0.006, 0.002], [0.084, -0.085, -0.003], [0.064, 0.002, 0.021], [0.046, 0.003, 0.039], [-0.076, 0.004, -0.047], [0.238, -0.403, 0.466], [-0.366, 0.421, -0.057], [-0.055, 0.015, 0.138], [0.034, -0.059, 0.060], [0.086, -0.088, -0.048], [0.063, 0.111, -0.535], [0.033, -0.030, 0.032], [-0.036, 0.053, -0.013], [-0.024, 0.044, -0.045], [0.000, 0.018, -0.059], [0.026, -0.042, 0.056], [-0.352, -0.332, -0.365], [0.445, 0.345, -0.051], [0.036, 0.015, -0.130], [-0.043, -0.042, 0.000], [-0.093, -0.112, -0.075], [-0.049, 0.044, 0.596], [-0.039, -0.041, -0.032], [0.042, 0.041, 0.009], [0.042, 0.045, 0.029], [0.042, 0.082, 0.051], [-0.060, -0.046, -0.016]], "total_energy_ev": -35836.194, "smiles": "CCCNOC(=O)OCCN.c1ccncc1.c1ccncc1.c1ccncc1", "molar_mass_g_mol": 399.5, "relative_energy_kj_mol": 725.2}